(1)
Entry from the Open Molecules 2025 dataset: a molecular structure, C20H32B2O20Ti at a distorted geometry (wB97M-V/def2-TZVPD).

Atoms and positions in Å:
Ti1 -1.040 -0.701 0.311
O1 -0.452 -1.899 -1.973
C1 0.297 -1.331 -2.742
O2 0.777 -0.149 -2.536
B1 1.619 0.273 -3.704
O3 1.488 -0.876 -4.647
C2 0.703 -1.807 -4.154
O4 0.222 -2.751 -4.706
O5 2.996 0.538 -3.353
C3 3.251 1.841 -3.520
O6 4.294 2.390 -3.411
C4 1.968 2.478 -4.108
O7 1.062 1.508 -4.254
O8 1.855 3.616 -4.415
O9 -0.696 3.186 2.018
C5 0.317 3.048 1.292
O10 1.413 3.804 1.386
B2 2.359 3.463 0.319
O11 1.696 2.362 -0.411
C6 0.521 2.093 0.212
O12 -0.377 1.321 -0.292
O13 2.639 4.633 -0.537
C7 3.928 4.718 -0.780
O14 4.481 5.407 -1.577
C8 4.640 3.733 0.176
O15 3.689 3.113 0.871
O16 5.806 3.533 0.322
C9 0.100 0.999 4.213
C10 -0.926 0.056 3.582
C11 -2.151 -0.026 4.486
O17 -1.341 0.587 2.306
H1 0.955 1.209 3.576
H2 0.508 0.599 5.147
H3 -0.460 1.891 4.492
H4 -0.500 -0.932 3.392
H5 -1.933 0.125 5.550
H6 -2.639 -1.006 4.467
H7 -2.888 0.743 4.253
H8 -1.291 1.604 2.326
C12 2.633 -1.276 2.719
C13 1.978 -0.648 1.502
C14 2.977 -0.446 0.379
O18 0.884 -1.567 1.117
H9 2.798 -2.348 2.614
H10 2.031 -1.086 3.617
H11 3.577 -0.814 3.022
H12 1.469 0.298 1.689
H13 2.437 -0.227 -0.546
H14 3.597 -1.323 0.165
H15 3.616 0.387 0.666
H16 1.294 -2.298 0.636
C15 -0.984 -4.483 0.865
C16 -2.318 -3.999 0.368
C17 -3.500 -4.910 0.563
O19 -2.607 -2.712 0.942
H17 -0.988 -4.944 1.857
H18 -0.363 -3.600 1.034
H19 -0.463 -5.111 0.147
H20 -2.130 -3.880 -0.707
H21 -4.411 -4.593 0.053
H22 -3.711 -5.065 1.625
H23 -3.295 -5.905 0.157
H24 -3.553 -2.543 0.914
C18 -3.575 -0.043 -3.303
C19 -2.687 0.625 -2.257
C20 -2.907 2.121 -2.144
O20 -2.966 0.045 -0.941
H25 -4.437 0.497 -3.682
H26 -3.825 -1.069 -3.010
H27 -2.916 -0.298 -4.144
H28 -1.652 0.363 -2.437
H29 -2.867 2.581 -3.132
H30 -2.202 2.546 -1.437
H31 -3.929 2.290 -1.784
H32 -3.896 0.040 -0.707

2S+1 = 4
Relative energy (zero: lowest compared OMol25 entry of this formula, charge and spin) = 0.0 kcal per mole
HOMO energy (spin up / spin down) = -3.18 / -6.33 eV
Max |F| = 2.04 eV/A
Lowest unoccupied orbital energy (spin up / spin down) = 0.0412 / 0.0409 Eh
⟨S²⟩ = 3.754
HOMO-LUMO gap (spin up / spin down) = 4.3 / 7.4 eV
Net charge = -1
DFT total energy = -86691.0084 eV

(2)
Entry from the Open Molecules 2025 dataset: 8 unconnected molecules or ions with the total composition C61H82BNO7P2S at a distorted geometry (wB97M-V/def2-TZVPD).

Atoms and positions in Å:
C1 0.702 6.342 3.677
C2 1.310 6.022 2.674
C3 2.091 5.450 1.596
C4 1.174 4.747 0.525
C5 1.433 3.249 0.627
C6 0.624 2.342 -0.308
O1 0.726 0.947 -0.080
C7 1.939 0.428 0.445
C8 1.653 -1.073 0.692
C9 2.208 -1.592 2.024
C10 1.251 -2.533 2.747
C11 -0.040 -1.823 3.232
S1 -0.282 -1.975 4.986
O2 -1.449 -1.235 5.345
O3 -0.349 -3.345 5.355
O4 0.983 -1.320 5.690
C12 3.173 0.579 -0.439
N1 3.058 -0.186 -1.706
B1 4.547 0.217 0.307
O5 5.345 1.232 0.765
O6 4.932 -1.075 0.449
C13 6.194 -1.263 1.099
C14 6.122 -1.087 2.613
P1 1.043 2.588 -2.136
C15 -0.245 1.640 -3.086
O7 0.821 4.194 -2.546
P2 -1.229 2.669 0.004
C16 -1.561 2.695 1.828
C17 -2.749 1.735 2.107
C18 -1.852 4.192 -0.832
C19 -2.556 3.929 -2.178
H1 0.203 6.883 4.432
H2 2.791 4.720 1.994
H3 2.697 6.216 1.123
H4 0.168 5.024 0.805
H5 1.467 5.176 -0.425
H6 2.516 3.109 0.564
H7 1.176 2.962 1.649
H8 2.190 0.801 1.441
H9 0.566 -1.139 0.781
H10 1.923 -1.694 -0.157
H11 2.479 -0.792 2.717
H12 3.123 -2.152 1.849
H13 1.024 -3.437 2.194
H14 1.768 -2.876 3.644
H15 -0.905 -2.324 2.815
H16 -0.009 -0.768 2.972
H17 0.947 -1.530 6.634
H18 3.298 1.627 -0.746
H19 3.478 0.355 -2.447
H20 2.076 -0.313 -1.919
H21 4.919 2.080 0.624
H22 6.471 -2.299 0.922
H23 6.992 -0.659 0.676
H24 6.353 -0.058 2.871
H25 6.883 -1.695 3.097
H26 5.164 -1.402 3.015
H27 -0.992 1.175 -2.447
H28 0.263 0.879 -3.670
H29 -0.713 2.304 -3.810
H30 0.518 4.287 -3.453
H31 -0.730 2.290 2.396
H32 -1.871 3.666 2.209
H33 -3.710 2.239 2.050
H34 -2.642 1.248 3.077
H35 -2.775 0.939 1.366
H36 -2.611 4.615 -0.172
H37 -1.130 4.990 -0.994
H38 -1.839 4.073 -2.981
H39 -3.317 4.694 -2.313
H40 -2.940 2.917 -2.249
C20 -0.807 10.234 4.154
C21 0.085 9.895 3.146
C22 0.533 10.867 2.262
C23 0.096 12.178 2.391
C24 -0.793 12.516 3.402
C25 -1.248 11.544 4.281
H41 -1.160 9.476 4.843
H42 0.431 8.874 3.048
H43 1.224 10.602 1.471
H44 0.449 12.936 1.704
H45 -1.132 13.539 3.504
H46 -1.945 11.807 5.067
C26 -5.075 1.826 -5.264
C27 -5.608 0.690 -5.857
C28 -4.811 -0.110 -6.665
C29 -3.480 0.223 -6.875
C30 -2.947 1.358 -6.280
C31 -3.746 2.161 -5.478
H47 -5.697 2.451 -4.635
H48 -6.644 0.427 -5.688
H49 -5.229 -0.993 -7.132
H50 -2.858 -0.403 -7.502
H51 -1.908 1.616 -6.442
H52 -3.331 3.049 -5.017
C32 3.073 -5.009 0.499
C33 3.087 -6.363 0.803
C34 4.294 -7.040 0.901
C35 5.488 -6.359 0.702
C36 5.473 -5.004 0.401
C37 4.265 -4.327 0.295
H53 2.130 -4.482 0.418
H54 2.155 -6.892 0.964
H55 4.306 -8.097 1.133
H56 6.431 -6.887 0.782
H57 6.406 -4.476 0.247
H58 4.251 -3.271 0.056
C38 -8.158 2.011 2.913
C39 -6.965 1.846 3.602
C40 -5.968 1.034 3.080
C41 -6.162 0.393 1.864
C42 -7.354 0.560 1.173
C43 -8.354 1.366 1.699
H59 -8.937 2.642 3.322
H60 -6.811 2.350 4.548
H61 -5.041 0.899 3.621
H62 -5.382 -0.238 1.455
H63 -7.504 0.061 0.224
H64 -9.286 1.493 1.163
C44 7.221 -9.624 -1.056
C45 7.235 -10.977 -0.751
C46 8.443 -11.655 -0.654
C47 9.637 -10.976 -0.854
C48 9.622 -9.621 -1.156
C49 8.414 -8.946 -1.261
H65 6.278 -9.095 -1.134
H66 6.304 -11.505 -0.588
H67 8.454 -12.712 -0.422
H68 10.579 -11.503 -0.775
H69 10.554 -9.091 -1.311
H70 8.403 -7.890 -1.501
C50 -2.421 -3.797 -9.810
C51 -1.545 -4.036 -10.860
C52 -1.155 -2.994 -11.690
C53 -1.634 -1.711 -11.464
C54 -2.507 -1.471 -10.412
C55 -2.903 -2.515 -9.588
H71 -2.727 -4.611 -9.165
H72 -1.167 -5.035 -11.033
H73 -0.477 -3.181 -12.513
H74 -1.327 -0.897 -12.109
H75 -2.880 -0.470 -10.235
H76 -3.588 -2.329 -8.770
C56 -6.423 -2.410 7.223
C57 -7.252 -2.717 6.153
C58 -6.741 -2.732 4.863
C59 -5.400 -2.450 4.645
C60 -4.568 -2.146 5.714
C61 -5.083 -2.123 7.004
H77 -6.822 -2.395 8.230
H78 -8.297 -2.943 6.324
H79 -7.389 -2.964 4.026
H80 -5.001 -2.466 3.638
H81 -3.521 -1.927 5.542
H82 -4.437 -1.881 7.838

Relative energy (zero: lowest compared OMol25 entry of this formula, charge and spin) = 0.0 kcal per mole
HOMO energy = -7.64 eV
Max |F| = 2.62 eV/A
Structure (SMILES) = C#CCCC[C@](O[C@@H](CCCCS(=O)(=O)O)[C@H](N)B(O)OCC)(P(C)O)P(CC)CC.c1ccccc1.c1ccccc1.c1ccccc1.c1ccccc1.c1ccccc1.c1ccccc1.c1ccccc1
Lowest unoccupied orbital energy = 0.0077 Eh
HOMO-LUMO gap = 7.9 eV
DFT total energy = -110497.5789 eV

(3)
Entry from the Open Molecules 2025 dataset: a molecular structure, C2H3NOS at a distorted geometry (wB97M-V/def2-TZVPD).

Atoms and positions in Å:
C1 0.240 -0.122 -1.119
C2 -0.200 -0.009 1.421
H1 0.485 0.817 -1.903
H2 0.758 -1.144 -1.816
H3 -0.001 0.457 2.601
N1 -1.316 -0.026 0.892
O1 -1.159 -0.283 -0.552
S1 1.192 0.310 0.476

Relative energy (zero: lowest compared OMol25 entry of this formula, charge and spin) = 100.6 kcal per mole
HOMO energy = -9.05 eV
Max |F| = 6.06 eV/A
Lowest unoccupied orbital energy = 0.0177 Eh
HOMO-LUMO gap = 9.5 eV
DFT total energy = -16490.8372 eV

(4)
Entry from the Open Molecules 2025 dataset: 6 unconnected molecules or ions with the total composition H11O5S at a distorted geometry (wB97M-V/def2-TZVPD).

Atoms and positions in Å:
S1 -0.081 0.328 2.617
H1 -1.250 -0.402 2.862
H2 -0.112 0.347 0.428
H3 0.149 1.327 -0.615
O1 -0.181 0.368 -0.695
H4 1.106 2.450 1.320
H5 1.908 3.694 0.907
O2 1.611 2.895 0.541
H6 0.685 -2.525 1.654
H7 1.154 -1.341 1.977
O3 1.567 -2.224 1.848
H8 0.389 -2.606 -1.493
H9 -0.576 -1.522 -1.189
O4 -0.599 -2.313 -1.795
H10 -2.483 -0.058 -2.991
H11 -1.262 0.685 -2.346
O5 -2.025 0.897 -3.030

Relative energy (zero: lowest compared OMol25 entry of this formula, charge and spin) = 49.9 kcal per mole
HOMO energy = -4.57 eV
Max |F| = 4.89 eV/A
Lowest unoccupied orbital energy = 0.1231 Eh
HOMO-LUMO gap = 7.9 eV
Net charge = -1
DFT total energy = -21252.3077 eV